{"formula": "C5H11NO", "method": "the ωB97M-V functional and the def2-TZVPD basis", "species": ["C", "N", "C", "C", "C", "C", "O", "H", "H", "H", "H", "H", "H", "H", "H", "H", "H", "H"], "coordinates": [[0.947636, 1.820771, -0.055480], [-0.405671, 1.647035, 0.463205], [-0.718432, 0.391443, 1.133106], [-1.149419, -0.796302, 0.280118], [-0.245480, -1.105904, -0.892504], [1.033450, -1.814327, -0.581117], [1.940316, -1.950114, -1.359545], [1.250134, 2.855449, 0.093426], [1.663280, 1.256382, 0.540307], [1.122154, 1.581269, -1.103105], [-1.087279, 1.822178, -0.263891], [-1.485024, 0.637190, 1.868860], [0.148837, 0.076156, 1.722629], [-1.249918, -1.681481, 0.931669], [-2.197901, -0.749797, -0.022886], [0.036334, -0.172468, -1.411323], [-0.726629, -1.540259, -1.770080], [1.123613, -2.277222, 0.426611]], "atomic_forces_ev_per_a": [[0.26, 0.46, 0.47], [0.15, -0.37, -0.39], [0.14, 0.15, 0.30], [-0.83, -1.03, 0.32], [0.09, 1.32, -0.96], [0.18, -0.54, 0.03], [0.00, 0.13, -0.08], [-0.01, 0.23, -0.15], [-0.09, -0.27, 0.02], [-0.14, -0.18, -0.15], [-0.04, 0.13, 0.06], [-0.20, -0.33, 0.04], [0.10, 0.24, -0.08], [0.53, 0.10, 0.06], [0.05, 0.68, -0.42], [0.18, -0.04, 0.51], [-0.25, -0.85, 0.37], [-0.14, 0.16, 0.04]], "smiles": "CNCCCC=O", "lumo_energy_ev": 1.02, "orbital_gap_ha": 0.3639}


{"formula": "C5H11NO", "method": "the ωB97M-V functional and the def2-TZVPD basis", "species": ["H", "N", "C", "O", "C", "C", "C", "C", "H", "H", "H", "H", "H", "H", "H", "H", "H", "H"], "coordinates": [[-1.356324, -3.218056, 0.027347], [-0.868146, -2.318581, -0.009405], [-1.711270, -1.350356, -0.008086], [-1.370938, -0.072962, -0.005046], [0.155482, 0.394040, -0.001846], [1.299038, -0.614796, -0.002837], [0.221721, 1.252890, -1.259350], [0.218443, 1.246813, 1.259949], [-2.803476, -1.495709, 0.003513], [1.279469, -1.250156, 0.886350], [2.263043, -0.089491, -0.000375], [1.281768, -1.245861, -0.895118], [-0.580483, 1.995960, -1.273063], [1.188578, 1.763930, -1.335080], [0.093662, 0.632668, -2.152321], [-0.583830, 1.989773, 1.275189], [0.088206, 0.622304, 2.149613], [1.185055, 1.757589, 1.340567]], "atomic_forces_ev_per_a": [[0.04, 0.41, -0.10], [-1.09, 0.30, 0.07], [0.92, -1.35, 0.10], [1.85, 0.32, -0.06], [-0.91, 0.72, -0.01], [-0.24, -0.70, 0.00], [-0.28, -0.07, -0.19], [-0.29, -0.08, 0.19], [0.29, 0.33, -0.01], [-0.04, 0.04, -0.27], [-0.36, 0.33, 0.00], [-0.05, 0.04, 0.27], [0.14, -0.03, 0.11], [-0.16, -0.11, 0.12], [0.09, 0.00, 0.13], [0.14, -0.03, -0.11], [0.09, 0.00, -0.13], [-0.16, -0.11, -0.12]], "smiles": "[H]/N=C/OC(C)(C)C", "lumo_energy_ev": 0.96, "orbital_gap_ha": 0.3904}


{"formula": "C5H11NO", "method": "the ωB97M-V functional and the def2-TZVPD basis", "species": ["C", "C", "C", "C", "C", "N", "H", "H", "H", "H", "H", "H", "H", "H", "H", "O", "H", "H"], "coordinates": [[3.101036, 0.795922, 0.105757], [2.489408, -0.263597, -0.573006], [1.411626, -1.192309, 0.001893], [0.056447, -0.648268, -0.479315], [-1.115014, -1.184742, -0.091632], [-2.418848, -0.812711, -0.496445], [3.670356, 1.481453, -0.536350], [3.008696, 0.939142, 1.201680], [2.597274, -0.282702, -1.579459], [1.553655, -2.232366, -0.247085], [1.505408, -1.191037, 1.128163], [0.071485, 0.076178, -1.307211], [-1.111876, -2.131695, 0.439502], [-3.024712, -0.825684, 0.285578], [-2.408729, 0.122498, -0.874333], [-3.150017, 2.009400, 1.012780], [-2.435942, 2.654202, 0.806555], [-3.800256, 2.686315, 1.202925]], "atomic_forces_ev_per_a": [[-1.40, -2.69, -1.62], [0.26, 2.36, 5.06], [0.45, 1.26, 1.02], [-0.50, -0.85, -0.09], [0.31, -0.10, -0.77], [1.47, 0.04, -0.59], [-0.05, -0.18, 0.74], [0.08, -0.02, -0.95], [0.46, -0.18, -3.11], [0.14, -0.35, -0.56], [-0.31, 0.28, -1.04], [0.00, 0.09, 0.71], [0.07, 0.26, 0.58], [-0.79, -0.02, 0.70], [-0.20, 0.13, -0.07], [0.94, 1.37, -0.32], [0.04, -1.15, 0.03], [-0.98, -0.24, 0.28]], "smiles": "C=CC/C=C/N.O", "lumo_energy_ev": 0.64, "orbital_gap_ha": 0.3185}


{"formula": "C5H11NO", "method": "the ωB97M-V functional and the def2-TZVPD basis", "species": ["C", "C", "C", "N", "C", "C", "O", "H", "H", "H", "H", "H", "H", "H", "H", "H", "H", "H"], "coordinates": [[1.288587, 0.790927, -0.934658], [0.483998, -0.410109, -0.434916], [1.194736, -1.146584, 0.698853], [-0.872759, -0.010561, -0.051105], [-1.092518, 0.679526, 1.200679], [-1.881971, -0.178043, -0.948883], [-1.767738, -0.675450, -2.053455], [1.413575, 1.544146, -0.146725], [2.288775, 0.475770, -1.251656], [0.788376, 1.258414, -1.789712], [0.337000, -1.101213, -1.269190], [0.580543, -1.968747, 1.081005], [2.134403, -1.568738, 0.328421], [1.441657, -0.478128, 1.532522], [-0.867108, 0.036883, 2.059472], [-0.473629, 1.582601, 1.274740], [-2.141326, 0.982616, 1.268372], [-2.854601, 0.186691, -0.563765]], "atomic_forces_ev_per_a": [[0.01, 0.06, -0.03], [0.09, -0.07, -0.06], [0.02, -0.01, 0.04], [-0.14, -0.04, -0.18], [-0.02, 0.06, 0.13], [0.08, -0.02, -0.01], [-0.04, 0.13, 0.28], [-0.02, -0.11, -0.11], [-0.15, 0.03, 0.04], [0.08, -0.08, 0.15], [0.06, 0.09, 0.10], [0.08, 0.11, -0.05], [-0.14, 0.07, 0.05], [-0.05, -0.09, -0.12], [-0.04, 0.09, -0.13], [-0.09, -0.13, -0.02], [0.16, -0.05, -0.03], [0.12, -0.04, -0.05]], "smiles": "CC(C)N(C)C=O", "lumo_energy_ev": 0.87, "orbital_gap_ha": 0.3737}


{"formula": "C5H11NO", "method": "the ωB97M-V functional and the def2-TZVPD basis", "species": ["C", "C", "C", "N", "C", "C", "O", "H", "H", "H", "H", "H", "H", "H", "H", "H", "H", "H"], "coordinates": [[0.545100, 1.691704, -0.395312], [0.701937, 0.180814, -0.245372], [1.573986, -0.168373, 0.973547], [-0.597940, -0.545700, -0.276379], [-1.898936, -0.052072, 0.165089], [-0.589275, -1.810393, -0.780446], [0.387437, -2.401696, -1.237224], [0.158903, 2.147361, 0.524098], [1.514998, 2.167389, -0.597862], [-0.120426, 1.931093, -1.229394], [1.237474, -0.198625, -1.121263], [1.483552, -1.228386, 1.222586], [2.632239, 0.018577, 0.745901], [1.327956, 0.436613, 1.855377], [-1.934736, 0.220627, 1.225041], [-2.288715, 0.780275, -0.434389], [-2.619421, -0.869429, 0.036928], [-1.585007, -2.283977, -0.737754]], "atomic_forces_ev_per_a": [[-0.14, 0.03, 0.00], [0.11, 0.03, -0.05], [-0.06, -0.07, 0.03], [-0.02, -0.24, -0.01], [-0.11, 0.12, 0.10], [1.10, -0.50, -0.44], [-0.92, 0.69, 0.54], [-0.08, -0.06, -0.16], [-0.20, -0.28, 0.06], [0.05, 0.06, 0.11], [-0.19, 0.00, 0.07], [-0.01, 0.11, -0.02], [-0.27, 0.02, -0.03], [-0.13, -0.15, -0.14], [0.24, 0.08, -0.13], [0.34, -0.01, 0.10], [0.19, 0.20, 0.06], [0.11, -0.03, -0.08]], "smiles": "CC(C)N(C)C=O", "lumo_energy_ev": 0.87, "orbital_gap_ha": 0.3749}


{"formula": "C5H11NO", "method": "the ωB97M-V functional and the def2-TZVPD basis", "species": ["C", "C", "C", "C", "C", "N", "H", "H", "H", "H", "H", "H", "H", "H", "H", "O", "H", "H"], "coordinates": [[1.710809, -1.172381, -2.254355], [1.171100, -0.250475, -1.445631], [0.951018, -0.124520, 0.007572], [0.561938, 1.248828, 0.476769], [0.702572, -1.248312, 0.730709], [-0.364535, -1.521296, 1.540702], [1.832780, -2.244490, -2.134948], [1.881551, -0.986578, -3.310344], [0.786463, 0.651900, -1.918769], [1.294173, 1.994890, 0.176152], [-0.343988, 1.560023, -0.077493], [0.389690, 1.432479, 1.543977], [1.171096, -2.198966, 0.428887], [-1.046386, -0.850924, 1.855642], [-0.554157, -2.465386, 1.824243], [-3.276200, 1.887300, 0.502564], [-3.791486, 1.509665, 1.232899], [-3.076432, 2.778240, 0.821425]], "atomic_forces_ev_per_a": [[-0.55, -0.60, -0.78], [1.08, 0.37, 0.36], [-0.33, -0.69, 0.65], [-1.09, 0.59, -0.70], [-0.66, -0.95, -1.54], [0.05, 0.24, 1.26], [0.47, 0.15, 1.14], [-0.47, 0.58, 0.02], [0.60, 0.17, -0.22], [0.40, -0.08, -0.06], [0.02, 0.04, 0.43], [0.02, -0.59, -0.15], [-0.18, 0.47, -0.24], [0.31, 0.23, -0.26], [0.33, 0.08, 0.09], [-0.19, 0.11, 0.59], [0.15, 0.04, -0.37], [0.04, -0.15, -0.20]], "smiles": "C=C/C(C)=C/N.O", "lumo_energy_ev": 0.61, "orbital_gap_ha": 0.2758}


Results for electronic energy: -327.06588; -327.08366; -327.03269; -327.11549; -327.10791; -327.01955 (in a.u., following the order of the records).
Results for energy above the lowest of the compared OMol25 structures with the same formula, charge and spin: 41.08; 29.92; 61.91; 9.95; 14.70; 70.16 (in kcal per mole, following the order of the records).
Results for molecular weight: 101.1; 101.1; 101.1; 101.1; 101.1; 101.1 (in u, following the order of the records).